A cluster of 2 separate species, C2H8N2O2 in total at a distorted geometry, computed with ωB97M-V/def2-TZVPD.

Each line ends with the natural charge from an NBO analysis.
Positions of all 14 atoms, in Å:
O1 -1.399 -2.320 -2.215  -0.639
C1 -0.987 -1.970 -1.113  0.636
N1 -0.107 -2.670 -0.470  -0.805
N2 0.000 0.000 0.000  -0.836
C2 -1.245 -0.554 -0.580  -0.316
H1 0.418 -2.274 0.314  0.394
H2 0.245 -3.500 -0.954  0.409
H3 0.509 -0.618 0.642  0.355
H4 0.669 0.262 -0.732  0.358
H5 -1.959 -0.574 0.265  0.207
H6 -1.711 0.023 -1.402  0.234
O2 2.475 -1.447 2.140  -0.955
H7 3.280 -1.609 1.599  0.477
H8 2.715 -0.690 2.721  0.482

Summary:
Structure (SMILES) = NCC(N)=O.O
ΔE to the lowest compared entry with this formula, charge and spin = 95.7 kJ/mol
M = 92.10 g/mol
E_LUMO = 0.38 eV
HOMO energy = -8.883 eV
Charge = 0